ORCA calculation (ωB97M-V with the def2-TZVPD basis set) on a structure of composition C34H28BBeBr2F4NO2P.

The geometry in ORCA input format:
```
! RIJCOSX wB97M-V def2-TZVPD def2/J DEFGRID3
* xyz 1 1
Be -0.726 1.655 1.551
C -5.157 1.242 -1.059
C -4.498 1.468 0.269
C -5.192 1.434 1.476
C -4.519 1.664 2.663
C -3.160 1.902 2.614
Br -2.185 2.203 4.191
N -2.461 1.920 1.474
C -3.141 1.718 0.333
H -6.202 0.967 -0.940
H -4.648 0.449 -1.608
H -5.109 2.148 -1.666
H -6.255 1.231 1.490
H -5.029 1.647 3.615
H -2.565 1.740 -0.580
F 5.632 3.339 1.284
C 4.399 3.163 0.858
C 4.139 2.986 -0.489
F 5.125 3.013 -1.366
C 2.835 2.795 -0.924
F 2.650 2.709 -2.235
C 1.763 2.726 -0.045
P 0.034 2.274 -0.511
C 0.114 0.966 -1.775
C 0.408 1.176 -3.123
C 0.508 0.097 -3.985
C 0.296 -1.196 -3.525
C -0.065 -1.409 -2.203
C -0.161 -0.332 -1.336
C -0.548 3.783 -1.350
C -0.203 5.022 -0.808
C -0.688 6.190 -1.372
C -1.527 6.133 -2.477
C -1.889 4.903 -3.006
C -1.412 3.729 -2.442
C 2.051 2.974 1.299
Br 0.648 3.196 2.554
C 3.338 3.188 1.750
F 3.571 3.435 3.034
H 0.556 2.173 -3.511
H 0.757 0.271 -5.023
H 0.396 -2.034 -4.202
H -0.274 -2.410 -1.849
H -0.464 -0.499 -0.313
H 0.452 5.084 0.051
H -0.412 7.147 -0.950
H -1.894 7.045 -2.926
H -2.545 4.860 -3.865
H -1.701 2.775 -2.866
C 2.123 -6.506 2.383
C 2.222 -5.552 1.183
C 3.672 -5.076 1.054
C 1.856 -6.304 -0.106
C 1.252 -4.389 1.390
C -0.126 -4.639 1.414
C -1.077 -3.641 1.581
C -0.611 -2.352 1.731
O -1.294 -1.165 1.851
B -0.323 -0.152 1.911
O 0.942 -0.738 1.868
C 0.750 -2.092 1.736
C 1.698 -3.080 1.567
H 2.834 -7.327 2.271
H 1.121 -6.930 2.467
H 2.348 -5.976 3.309
H 4.315 -5.930 0.837
H 4.027 -4.617 1.977
H 3.780 -4.363 0.234
H 2.560 -7.122 -0.271
H 1.908 -5.634 -0.966
H 0.855 -6.732 -0.059
H -0.484 -5.655 1.303
H -2.134 -3.874 1.589
H 2.745 -2.815 1.573
*
```

* largest force on an atom: 0.8 eV Å⁻¹
* E_LUMO: -2.92 eV
* electronic energy: -202616.8458 eV

Here are the Löwdin charges for atoms 1 to 8, given in e: atom 1 (Be): -0.047, atom 2 (C): -0.022, atom 3 (C): -0.218, atom 4 (C): 0.024, atom 5 (C): -0.060, atom 6 (C): -0.682, atom 7 (Br): 0.864, atom 8 (N): -0.039

---

ORCA calculation (ωB97M-V with the def2-TZVPD basis set) on a structure of composition C27H24NO7P4RuS2.

The geometry in ORCA input format:
```
! RIJCOSX wB97M-V def2-TZVPD def2/J DEFGRID3
* xyz 0 6
Ru -0.068 -1.052 -1.996
O 0.033 -2.660 -5.773
P 0.216 -1.717 -4.526
O -1.098 -1.158 -4.037
O 0.887 -2.407 -3.334
O 1.178 -0.576 -5.074
P 1.568 0.776 -4.195
O 0.485 1.825 -4.724
O 2.944 1.168 -4.491
O 1.134 0.454 -2.765
H 0.805 -2.703 -6.349
H 0.861 2.355 -5.437
C -1.020 0.521 1.092
P -1.549 0.151 -0.605
C 1.011 -2.243 0.614
C 0.967 -3.124 1.710
C 1.876 -2.999 2.744
C 2.847 -2.003 2.715
C 2.912 -1.132 1.632
C 2.013 -1.252 0.590
C -3.187 -0.539 -0.565
C -4.033 -0.463 0.548
C -5.304 -1.004 0.488
C -5.747 -1.619 -0.677
C -4.922 -1.682 -1.792
C -3.651 -1.138 -1.746
P -0.978 2.352 1.416
C 0.312 2.771 0.183
C -0.075 3.470 -0.958
C 0.849 3.754 -1.956
C 2.166 3.347 -1.819
C 2.563 2.659 -0.679
C 1.643 2.374 0.316
C 0.003 2.374 2.964
C 0.260 3.638 3.499
C 1.020 3.781 4.648
C 1.520 2.658 5.294
C 1.256 1.397 4.782
C 0.505 1.255 3.622
H -0.014 0.107 1.185
H -1.669 0.014 1.808
H 0.213 -3.900 1.743
H 1.830 -3.687 3.578
H 3.556 -1.912 3.527
H 3.675 -0.364 1.599
H 2.085 -0.576 -0.258
H -3.707 0.024 1.457
H -5.954 -0.944 1.351
H -6.742 -2.044 -0.717
H -5.269 -2.153 -2.702
H -3.015 -1.176 -2.625
H -1.105 3.790 -1.066
H 0.532 4.281 -2.846
H 2.881 3.543 -2.607
H 3.591 2.337 -0.575
H 1.960 1.843 1.208
H -0.134 4.518 3.003
H 1.217 4.769 5.043
H 2.109 2.767 6.195
H 1.639 0.515 5.280
H 0.329 0.256 3.243
S 0.047 -5.090 -1.582
C 0.308 -6.025 -0.190
N 0.486 -6.670 0.749
S -1.107 -3.535 -0.711
C 0.058 -2.299 -0.452
*
```

* largest force on an atom: 0.1 eV Å⁻¹
* <S²>: 8.80
* E_LUMO (spin up / spin down): -0.36 / -2.57 eV
* electronic energy: -105623.2876 eV

Here are the natural (NBO) charges for atoms 1 to 8, given in e: atom 1 (Ru): 1.109, atom 2 (O): -0.971, atom 3 (P): 2.547, atom 4 (O): -1.096, atom 5 (O): -1.068, atom 6 (O): -1.092, atom 7 (P): 2.561, atom 8 (O): -0.991

---

ORCA calculation (ωB97M-V with the def2-TZVPD basis set) on a structure of composition C40H48F6N10O5S5Sr at a distorted geometry.

The geometry in ORCA input format:
```
! RIJCOSX wB97M-V def2-TZVPD def2/J DEFGRID3
* xyz 0 1
Sr -19.315 1.594 -10.443
F -27.562 0.955 -10.280
C -27.365 2.126 -9.651
F -27.212 1.830 -8.396
F -28.446 2.950 -9.722
S -25.809 3.067 -10.254
O -24.556 2.338 -10.054
O -25.811 4.327 -9.571
N -26.290 3.440 -11.663
S -25.526 3.427 -12.957
O -26.159 4.438 -13.793
O -24.078 3.339 -12.930
C -26.145 1.824 -13.770
F -27.501 1.826 -13.562
F -25.948 1.907 -15.082
F -25.622 0.618 -13.448
C -16.086 6.933 -13.054
N -16.940 5.973 -12.354
C -17.310 6.248 -10.948
C -17.653 5.024 -13.001
N -18.039 3.944 -12.362
C -18.939 3.156 -13.081
C -20.201 3.525 -13.459
C -21.068 2.653 -14.157
C -20.573 1.491 -14.657
C -19.287 1.043 -14.262
C -18.847 -0.280 -14.654
C -17.806 -0.854 -13.998
C -17.186 -0.178 -12.933
C -17.522 1.086 -12.600
N -17.027 1.648 -11.380
C -15.780 1.833 -11.076
N -14.728 1.424 -11.846
C -13.696 0.626 -11.214
C -14.617 1.586 -13.311
N -15.419 2.542 -9.965
C -16.506 3.120 -9.152
C -14.350 3.550 -10.141
C -18.550 1.782 -13.338
N -17.851 5.453 -14.343
C -18.843 6.467 -14.483
C -17.638 4.542 -15.477
H -15.173 7.200 -12.529
H -16.516 7.807 -13.527
H -15.669 6.420 -13.953
H -18.200 5.723 -10.660
H -17.315 7.325 -10.970
H -16.584 5.837 -10.269
H -20.507 4.570 -13.330
H -22.076 3.017 -14.288
H -21.189 0.777 -15.202
H -19.457 -0.873 -15.344
H -17.374 -1.776 -14.277
H -16.318 -0.627 -12.414
H -13.867 0.527 -10.120
H -12.707 1.031 -11.348
H -13.665 -0.385 -11.639
H -14.842 0.705 -13.858
H -13.585 1.693 -13.643
H -15.160 2.429 -13.661
H -17.101 2.367 -8.689
H -17.197 3.568 -9.881
H -16.175 3.934 -8.500
H -13.505 3.179 -10.679
H -14.063 3.902 -9.226
H -14.733 4.337 -10.846
H -18.903 7.103 -13.577
H -19.838 6.041 -14.656
H -18.643 7.055 -15.350
H -17.506 5.183 -16.413
H -18.501 3.898 -15.771
H -16.745 3.979 -15.279
S -23.193 -3.210 -11.711
C -22.223 -2.955 -10.401
N -22.484 -3.538 -9.146
C -21.361 -3.783 -8.210
C -20.078 -3.986 -8.981
N -19.864 -2.931 -9.997
C -18.514 -2.838 -10.451
C -17.852 -4.176 -10.623
C -16.779 -4.489 -9.752
C -16.058 -5.683 -9.842
C -16.366 -6.519 -10.904
C -17.468 -6.234 -11.694
C -18.236 -5.108 -11.547
C -20.880 -2.303 -10.594
S -20.736 -1.031 -11.698
C -23.712 -4.301 -8.946
C -23.927 -4.692 -7.510
C -23.825 -6.059 -7.184
C -23.990 -6.435 -5.857
C -24.339 -5.502 -4.867
C -24.455 -4.202 -5.225
C -24.266 -3.797 -6.564
H -21.468 -4.719 -7.631
H -21.430 -2.994 -7.478
H -19.967 -4.937 -9.456
H -19.231 -3.832 -8.313
H -17.954 -2.221 -9.691
H -18.473 -2.258 -11.329
H -16.543 -3.768 -8.992
H -15.262 -5.948 -9.197
H -15.831 -7.449 -11.146
H -17.748 -7.004 -12.455
H -19.068 -4.854 -12.246
H -23.643 -5.244 -9.518
H -24.539 -3.720 -9.362
H -23.658 -6.747 -7.989
H -23.865 -7.463 -5.593
H -24.483 -5.792 -3.858
H -24.946 -3.515 -4.533
H -24.378 -2.773 -6.772
O -19.595 3.130 -8.604
S -19.915 2.120 -7.477
N -19.259 0.836 -7.659
*
```

* largest force on an atom: 3.8 eV Å⁻¹
* E_LUMO: -0.91 eV
* electronic energy: -138710.7316 eV

Here are the Löwdin charges for atoms 1 to 8, given in e: atom 1 (Sr): 1.378, atom 2 (F): 0.124, atom 3 (C): -0.649, atom 4 (F): 0.148, atom 5 (F): 0.116, atom 6 (S): 0.585, atom 7 (O): -0.314, atom 8 (O): -0.301

---

ORCA calculation (ωB97M-V with the def2-TZVPD basis set) on a structure of composition C5H8N at a distorted geometry.

The geometry in ORCA input format:
```
! RIJCOSX wB97M-V def2-TZVPD def2/J DEFGRID3
* xyz 1 1
C -2.294 0.429 -0.323
C -1.576 -0.575 0.072
C 1.467 -1.040 0.141
C 0.904 1.118 0.391
C 0.303 -0.152 0.377
N 1.304 0.119 -0.657
H -3.260 0.199 -0.499
H -1.865 1.484 -0.308
H -1.773 -1.665 0.386
H 2.336 -0.912 0.829
H 1.249 -2.090 -0.205
H 0.432 1.968 0.257
H 1.682 1.034 1.192
H 1.091 0.082 -1.653
*
```

* largest force on an atom: 7.4 eV Å⁻¹
* E_LUMO: -2.97 eV
* electronic energy: -6792.2786 eV

Here are the natural (NBO) charges for atoms 1 to 8, given in e: atom 1 (C): -0.388, atom 2 (C): -0.107, atom 3 (C): -0.232, atom 4 (C): -0.193, atom 5 (C): 0.125, atom 6 (N): -0.381, atom 7 (H): 0.241, atom 8 (H): 0.228

---

Copy entry 1 word for word.
ORCA calculation (ωB97M-V with the def2-TZVPD basis set) on a structure of composition C34H28BBeBr2F4NO2P.

The geometry in ORCA input format:
```
! RIJCOSX wB97M-V def2-TZVPD def2/J DEFGRID3
* xyz 1 1
Be -0.726 1.655 1.551
C -5.157 1.242 -1.059
C -4.498 1.468 0.269
C -5.192 1.434 1.476
C -4.519 1.664 2.663
C -3.160 1.902 2.614
Br -2.185 2.203 4.191
N -2.461 1.920 1.474
C -3.141 1.718 0.333
H -6.202 0.967 -0.940
H -4.648 0.449 -1.608
H -5.109 2.148 -1.666
H -6.255 1.231 1.490
H -5.029 1.647 3.615
H -2.565 1.740 -0.580
F 5.632 3.339 1.284
C 4.399 3.163 0.858
C 4.139 2.986 -0.489
F 5.125 3.013 -1.366
C 2.835 2.795 -0.924
F 2.650 2.709 -2.235
C 1.763 2.726 -0.045
P 0.034 2.274 -0.511
C 0.114 0.966 -1.775
C 0.408 1.176 -3.123
C 0.508 0.097 -3.985
C 0.296 -1.196 -3.525
C -0.065 -1.409 -2.203
C -0.161 -0.332 -1.336
C -0.548 3.783 -1.350
C -0.203 5.022 -0.808
C -0.688 6.190 -1.372
C -1.527 6.133 -2.477
C -1.889 4.903 -3.006
C -1.412 3.729 -2.442
C 2.051 2.974 1.299
Br 0.648 3.196 2.554
C 3.338 3.188 1.750
F 3.571 3.435 3.034
H 0.556 2.173 -3.511
H 0.757 0.271 -5.023
H 0.396 -2.034 -4.202
H -0.274 -2.410 -1.849
H -0.464 -0.499 -0.313
H 0.452 5.084 0.051
H -0.412 7.147 -0.950
H -1.894 7.045 -2.926
H -2.545 4.860 -3.865
H -1.701 2.775 -2.866
C 2.123 -6.506 2.383
C 2.222 -5.552 1.183
C 3.672 -5.076 1.054
C 1.856 -6.304 -0.106
C 1.252 -4.389 1.390
C -0.126 -4.639 1.414
C -1.077 -3.641 1.581
C -0.611 -2.352 1.731
O -1.294 -1.165 1.851
B -0.323 -0.152 1.911
O 0.942 -0.738 1.868
C 0.750 -2.092 1.736
C 1.698 -3.080 1.567
H 2.834 -7.327 2.271
H 1.121 -6.930 2.467
H 2.348 -5.976 3.309
H 4.315 -5.930 0.837
H 4.027 -4.617 1.977
H 3.780 -4.363 0.234
H 2.560 -7.122 -0.271
H 1.908 -5.634 -0.966
H 0.855 -6.732 -0.059
H -0.484 -5.655 1.303
H -2.134 -3.874 1.589
H 2.745 -2.815 1.573
*
```

* largest force on an atom: 0.8 eV Å⁻¹
* E_LUMO: -2.92 eV
* electronic energy: -202616.8458 eV

Here are the Löwdin charges for atoms 1 to 8, given in e: atom 1 (Be): -0.047, atom 2 (C): -0.022, atom 3 (C): -0.218, atom 4 (C): 0.024, atom 5 (C): -0.060, atom 6 (C): -0.682, atom 7 (Br): 0.864, atom 8 (N): -0.039